# C17H47NO7

A 6-piece molecular cluster, C17H47NO7 overall in a non-equilibrium geometry (ωB97M-V with the def2-TZVPD basis set, OMol25).

orbital gap	9.64	eV
E	-1257.23225	hartree
SMILES	COCCNCCOC.CC(C)O.CC(C)O.CC(C)O.CO.CO
E_LUMO	0.670	eV
relative energy (zero: lowest compared OMol25 entry of this formula, charge and spin)	6.5	kcal/mol

Geometry as XYZ:
```
72
Properties=species:S:1:pos:R:3:forces:R:3
H -18.754 8.070 -35.159 -0.10 -0.02 0.01
H -11.210 10.770 -31.558 -0.01 0.33 0.05
C -17.646 11.628 -29.841 0.00 -0.35 -1.64
H -18.424 4.522 -33.069 0.03 0.03 0.00
H -18.234 6.591 -34.338 -0.13 -0.13 0.01
H -17.778 4.880 -37.153 -0.01 0.05 0.02
H -15.748 12.718 -29.918 -0.11 -0.03 -0.12
H -17.647 8.794 -30.218 0.01 -0.12 0.15
H -17.377 7.137 -35.772 -0.06 0.14 0.17
H -19.414 4.198 -36.896 0.08 0.25 -0.36
H -13.278 8.769 -35.009 0.02 -0.07 0.22
H -12.284 8.722 -31.175 0.29 0.35 0.28
H -18.209 10.175 -28.350 0.01 -0.07 -0.23
O -13.535 10.596 -28.784 -0.11 -0.15 0.01
H -12.698 10.684 -26.869 -0.06 0.13 -0.08
H -12.296 8.919 -28.907 -0.42 0.09 0.05
C -19.213 4.044 -32.495 -1.00 0.11 -0.17
H -13.857 9.372 -27.130 0.01 -0.07 -0.11
H -19.567 6.669 -37.154 0.37 0.44 0.05
H -13.903 10.997 -34.611 -0.25 0.41 0.08
O -20.494 4.443 -33.081 1.13 -0.33 0.59
O -14.308 3.051 -25.943 -0.16 -0.05 -0.36
O -14.595 9.446 -33.496 0.62 -0.27 -0.27
O -17.331 10.580 -30.832 -0.13 0.17 0.70
C -19.253 6.229 -36.209 -1.21 -1.26 1.12
C -12.721 9.694 -30.839 0.29 -0.86 -1.22
H -16.607 12.816 -28.372 -0.16 0.19 -0.27
H -19.573 10.744 -29.342 0.03 -0.04 -0.12
N -12.219 10.805 -31.654 -0.58 -0.14 0.41
O -17.503 7.939 -29.776 -0.17 0.22 -0.08
H -14.431 5.040 -26.445 0.27 -0.39 -0.07
H -16.069 6.339 -28.466 0.12 -0.04 0.08
H -17.110 6.427 -31.933 0.05 -0.01 -0.13
C -15.995 6.164 -29.537 0.15 -0.41 -0.13
H -13.771 9.474 -31.027 -0.26 0.63 0.15
C -16.267 7.449 -30.282 -0.44 -0.09 0.34
H -21.137 4.390 -32.369 -0.15 0.06 -0.15
H -19.163 4.360 -31.452 0.14 0.12 -0.08
H -15.651 4.114 -27.258 0.02 -0.60 0.07
H -14.544 7.632 -34.442 0.16 0.02 0.09
C -18.640 11.036 -28.869 0.29 0.17 0.55
H -15.493 8.177 -30.041 0.28 0.13 -0.10
H -11.530 10.449 -29.172 -0.02 0.07 -0.35
C -18.643 4.858 -36.489 -0.28 -0.53 0.17
H -19.089 2.960 -32.533 -0.03 0.04 -0.12
H -15.018 5.743 -29.793 0.06 0.18 0.14
C -13.624 10.410 -27.393 -0.03 0.04 0.06
C -16.385 7.227 -31.767 0.25 0.02 -0.52
H -14.446 11.042 -27.058 0.13 0.01 0.17
H -18.857 11.763 -28.080 -0.09 0.06 -0.19
H -14.912 2.353 -25.676 0.07 -0.03 -0.02
O -20.517 6.010 -35.522 0.46 0.30 -0.28
C -13.943 10.706 -33.557 0.16 0.08 0.17
C -16.383 12.165 -29.226 0.43 -0.10 1.01
H -15.743 4.491 -25.504 -0.21 -0.29 -0.21
H -15.764 11.375 -28.788 -0.23 -0.10 -0.39
H -15.423 6.971 -32.224 -0.07 -0.18 0.12
H -18.103 12.396 -30.481 -0.22 0.20 0.60
H -16.724 8.122 -32.291 -0.07 0.05 0.12
C -12.464 9.903 -29.379 0.42 -0.36 0.71
H -16.723 5.392 -29.811 -0.12 0.19 0.05
H -11.933 9.931 -33.567 -0.34 -0.04 0.08
C -12.498 10.754 -33.078 0.84 -0.45 -0.49
H -20.316 5.718 -34.618 -0.24 -0.11 -0.20
H -12.043 11.655 -33.506 -0.22 0.04 0.02
H -18.375 4.336 -35.560 0.25 0.39 0.01
C -15.085 4.168 -26.323 0.01 1.35 0.58
H -14.538 11.405 -32.965 -0.05 0.08 -0.15
H -14.974 8.972 -35.491 0.15 0.10 0.15
C -14.311 8.673 -34.664 -0.69 0.02 0.04
C -18.372 7.062 -35.312 0.77 0.49 -0.76
H -16.829 10.981 -31.546 0.07 -0.06 0.00
```
Forces are in eV/Å.

***

# C17H48ClN4O9

A 6-piece molecular cluster, C17H48ClN4O9 overall in a non-equilibrium geometry (ωB97M-V with the def2-TZVPD basis set, OMol25).

orbital gap	8.65	eV
E	-2032.52276	hartree
total charge	-1
E_LUMO	2.762	eV
relative energy (zero: lowest compared OMol25 entry of this formula, charge and spin)	36.8	kcal/mol

Geometry as XYZ:
```
79
Properties=species:S:1:pos:R:3:forces:R:3
H 0.886 3.576 1.638 0.01 0.19 0.53
C -6.527 4.266 1.568 1.58 -0.43 -0.64
C 2.591 3.862 0.424 0.86 0.05 0.50
H 1.608 -4.108 -5.100 0.30 0.29 0.36
H 1.465 5.295 1.476 -0.75 0.12 0.18
C 1.832 -3.454 2.800 1.39 1.05 0.85
H -5.984 5.189 1.771 0.09 0.03 0.08
H 2.357 4.282 2.533 -0.14 -0.48 0.18
H -4.214 2.465 1.080 -0.05 0.13 -0.50
H 0.419 -0.992 -4.840 -0.08 -0.56 -0.54
H -5.260 2.843 4.165 0.53 0.12 0.77
H -2.109 -2.593 0.713 -0.64 -0.01 1.08
N 4.218 -2.580 3.108 0.47 -0.55 -0.44
O 3.190 5.958 -0.661 -0.75 1.57 -1.11
C 2.611 -0.851 2.501 -0.32 -0.65 0.18
H 3.053 6.960 -2.499 -0.22 0.05 0.48
H 1.696 -0.398 2.884 -0.48 -0.24 -0.64
C 2.826 -2.225 3.190 -1.27 -0.34 0.94
C -1.456 -2.675 -4.047 0.57 -0.71 0.07
C -2.482 1.375 2.478 -0.48 1.57 0.29
H -1.615 -2.054 -4.929 -0.33 0.30 0.35
C -5.810 3.104 2.345 -0.04 1.47 -0.09
N 0.671 -1.528 -4.022 1.04 -0.03 -0.26
H 2.355 1.971 0.924 -0.30 -0.78 -0.75
H 0.647 -6.006 3.602 -0.74 0.21 -0.51
H 0.653 -3.162 -8.476 0.23 0.43 0.29
C 3.556 6.098 -2.060 0.46 0.27 0.91
H -6.456 4.097 0.494 -0.12 -0.02 -0.17
C 1.741 4.252 1.634 0.28 1.65 -1.34
H -1.779 -2.254 -3.095 0.06 0.74 -0.28
H 3.338 -0.123 2.859 0.58 -0.33 0.09
H -2.123 -3.532 -4.140 0.38 -0.62 -0.23
Cl 0.148 0.097 -0.822 3.92 -1.54 2.39
C 0.574 -3.763 -5.135 0.24 0.01 -1.05
H 4.625 6.299 -2.121 0.23 0.02 0.00
H -6.779 3.098 4.113 -0.59 0.32 0.06
H -2.585 1.082 1.433 0.39 -0.25 0.02
H -3.048 -4.181 0.694 -0.34 0.33 0.27
H -1.839 2.245 2.611 1.04 -0.46 -0.52
H 1.822 -3.401 1.712 -0.16 -0.99 -0.19
H 0.323 -3.266 -2.973 0.49 -0.51 -0.32
O -1.266 -0.069 -0.819 -1.02 0.13 -0.08
O -1.496 -3.925 -0.549 0.97 -0.95 -2.31
H 1.960 3.779 -0.461 -0.05 -0.24 0.00
C -2.080 -3.681 0.665 -0.06 0.57 0.59
N -5.920 3.485 3.750 0.14 -1.14 0.52
H 0.384 -0.903 -3.282 0.12 -0.50 0.57
H 1.756 -4.196 -7.527 0.24 -0.01 -0.11
H 1.222 -5.663 1.867 -0.36 -0.24 0.11
C 1.475 -5.851 2.911 0.39 0.74 0.90
H 3.379 2.682 1.766 0.85 0.00 0.32
H 3.364 5.267 -2.738 -0.35 -0.55 0.54
H 2.548 -2.001 4.220 -0.02 -0.17 0.57
H 4.406 4.420 -0.697 -0.14 -1.01 -0.02
N 3.163 2.560 0.787 0.17 0.00 -0.17
H 4.423 5.067 0.823 -0.43 0.84 0.63
H 0.847 -3.237 3.215 -0.12 0.31 -0.29
O 0.650 0.770 0.376 -1.43 1.38 -0.40
H 2.017 -6.791 3.017 0.64 0.24 -0.25
H -1.452 -4.110 1.446 -0.01 0.18 0.37
C 0.740 -3.808 -7.602 0.20 0.18 0.57
H -6.292 2.160 2.090 -0.08 -0.23 0.15
C -4.281 2.903 2.076 -0.67 -0.83 -1.53
C 0.117 -2.883 -3.973 -2.08 1.80 -0.57
H -2.179 0.575 3.153 -0.17 0.00 -0.24
H -7.568 4.486 1.803 0.01 -0.63 0.39
H -3.712 3.829 2.002 0.07 0.30 0.62
O 0.416 -3.071 -6.427 -0.56 -0.46 0.52
O 0.611 0.763 -2.005 -0.57 0.35 -0.25
O 0.832 -1.195 -0.678 -1.24 -0.28 -1.33
O 2.230 -4.738 3.431 0.30 1.05 -1.45
O -3.717 1.924 2.936 -1.57 0.02 0.76
H 0.099 -4.646 -7.874 -0.44 -0.29 0.66
C 3.715 4.864 0.020 0.28 -1.81 -0.93
H 4.755 -1.908 3.638 0.13 0.06 -0.07
H 4.394 -3.491 3.507 -0.09 -0.16 0.06
H -0.032 -4.668 -5.112 -0.27 -0.12 -0.20
H 2.688 -0.878 1.414 -0.38 0.01 0.05
H -1.335 -3.094 -1.000 0.21 0.00 0.04
```
Forces are in eV/Å.

***

# C17H48N2O21S5

A 9-piece molecular cluster, C17H48N2O21S5 overall in a non-equilibrium geometry (ωB97M-V with the def2-TZVPD basis set, OMol25).

orbital gap	3.33	eV
E	-4356.91988	hartree
total charge	-2
E_LUMO	3.398	eV

Geometry as XYZ:
```
93
Properties=species:S:1:pos:R:3:forces:R:3
S -26.894 -12.402 19.697 -1.84 2.44 -0.23
O -25.621 -12.622 20.299 -0.03 -0.89 -0.86
C -21.686 -13.704 25.097 0.47 -0.75 0.66
H -31.073 -15.027 22.395 0.03 -0.35 -0.47
C -23.253 -10.556 25.535 -1.71 3.00 -0.31
O -26.661 -11.512 28.018 -1.03 0.31 0.07
S -26.511 -12.911 28.053 2.33 -0.45 1.24
H -24.426 -11.973 21.290 0.42 0.49 0.03
O -30.220 -13.614 24.340 0.35 -0.85 -0.16
H -20.383 -18.252 25.823 -0.14 0.03 0.24
H -23.507 -11.301 22.608 -0.78 0.62 0.51
H -21.431 -16.897 25.350 0.06 -0.07 -0.21
H -28.819 -16.168 30.610 0.05 -0.09 -0.14
C -30.542 -14.238 21.867 0.51 0.18 0.78
C -27.172 -9.136 23.134 1.34 2.10 2.75
H -24.242 -13.056 28.095 0.46 0.13 0.35
S -29.255 -13.774 23.068 -1.63 1.04 -0.58
H -29.426 -14.546 30.518 0.22 0.21 -0.12
C -27.240 -12.309 15.959 0.43 0.92 0.46
O -20.036 -14.992 26.677 -0.25 0.34 0.47
H -27.969 -10.736 17.210 -0.19 0.01 0.11
O -28.708 -12.510 22.720 0.05 -0.20 -0.12
O -22.635 -15.195 21.758 0.10 -0.11 0.19
H -29.639 -15.631 29.148 0.07 0.14 -0.07
O -28.413 -14.889 23.317 0.13 -0.69 0.31
H -27.563 -10.987 21.390 -0.07 0.49 0.30
H -28.656 -12.309 17.658 0.25 -0.24 0.28
C -31.076 -12.457 24.410 0.38 1.43 0.02
H -31.993 -12.742 24.928 0.21 -0.36 0.18
C -20.078 -16.403 26.936 -0.16 0.10 -0.32
H -21.424 -14.548 24.455 0.20 -0.12 0.26
H -26.904 -13.341 16.003 -0.52 -0.20 -0.16
O -24.683 -14.342 22.859 0.08 -0.40 -0.26
O -27.863 -13.464 19.643 0.28 -0.45 0.00
H -23.464 -10.558 21.130 0.13 -0.54 -0.26
H -31.231 -13.409 21.725 0.20 0.16 0.02
O -26.614 -11.911 18.172 0.10 -1.04 0.47
H -19.699 -16.961 24.887 -0.15 0.24 -0.07
H -30.218 -11.647 26.175 -0.20 0.17 0.17
H -25.597 -12.910 23.849 -0.42 0.17 0.46
H -27.289 -15.496 28.523 -0.15 0.18 -0.14
H -25.036 -15.472 25.036 -0.02 0.28 -1.07
H -25.624 -16.806 22.066 -0.37 -0.24 -0.26
H -30.840 -10.378 25.088 0.13 0.04 -0.13
C -25.165 -17.644 25.014 -1.22 0.68 -0.18
H -27.910 -12.034 15.146 -0.15 -0.50 -0.06
O -22.875 -9.414 26.002 0.44 -2.53 -0.66
H -25.002 -14.346 29.127 0.56 0.00 0.30
O -21.090 -12.917 27.504 0.15 -0.36 0.80
C -27.759 -11.804 17.306 0.69 0.28 -0.88
C -30.319 -11.331 25.134 -0.36 -1.14 0.45
H -26.255 -11.367 24.091 -0.42 -0.45 -0.11
H -20.825 -16.551 27.717 0.26 -0.37 0.07
H -28.682 -10.921 19.955 -0.07 -0.02 -0.07
C -24.879 -16.510 21.328 -0.69 0.80 1.30
H -23.645 -16.295 25.611 0.08 0.20 -0.16
H -30.076 -14.497 20.921 0.05 -0.23 0.07
H -24.854 -12.611 29.775 0.18 -0.07 0.08
H -31.404 -12.157 23.409 0.32 0.02 -0.04
O -22.907 -10.974 24.324 0.07 -0.66 0.67
H -25.235 -11.912 25.244 1.16 0.37 0.76
C -24.910 -13.282 28.928 -2.18 0.09 -1.80
H -25.388 -15.891 20.593 0.28 -0.08 -0.28
O -22.475 -15.009 27.244 0.36 -0.14 0.73
H -24.892 -10.457 21.860 -0.68 -0.05 1.18
O -26.546 -13.711 26.858 -0.50 -0.38 0.37
O -26.882 -7.892 23.389 -0.92 -1.99 -1.40
N -24.071 -11.119 21.725 1.00 0.72 0.47
H -27.103 -10.021 19.995 0.14 -0.19 0.03
C -20.427 -17.171 25.672 0.07 -0.06 0.06
C -27.652 -10.906 20.304 -0.13 -1.46 -0.37
H -22.737 -13.485 24.919 0.12 0.82 0.32
O -24.256 -11.176 26.175 0.89 -1.25 -0.64
O -28.031 -9.768 23.906 0.96 -0.18 -1.96
H -29.296 -11.245 24.778 0.00 0.57 -0.58
N -25.995 -12.274 24.544 0.23 1.53 -0.93
S -21.417 -14.120 26.830 -0.39 0.06 -2.73
O -23.664 -16.470 23.587 0.01 1.21 -0.32
H -25.778 -17.538 25.915 0.37 -0.30 0.24
S -23.894 -15.438 22.386 0.02 -0.61 -0.44
C -27.594 -14.907 29.391 0.50 0.12 0.49
C -28.940 -15.322 29.927 -0.54 -0.44 0.19
H -24.579 -18.560 25.001 0.31 0.22 0.26
H -26.839 -15.061 30.170 0.00 -0.10 -0.03
C -24.406 -16.333 24.828 0.65 -1.85 1.39
H -26.324 -11.731 15.805 0.00 -0.02 -0.20
O -27.605 -13.506 29.117 -0.08 0.39 -0.74
H -20.982 -12.889 24.968 -0.51 0.38 -0.50
H -25.928 -17.756 24.244 0.02 0.04 -0.31
O -26.425 -9.795 22.223 -0.38 -0.27 0.75
H -24.368 -17.399 20.980 0.36 0.28 -0.17
H -26.784 -12.625 25.059 -0.19 -0.28 -0.14
H -19.066 -16.659 27.253 -0.15 0.03 0.29
```
Forces are in eV/Å.

***

The lowest E_LUMO belongs to which entry? C17H47NO7